Here is C36H51N3O16S4V as an isolated structure at a distorted geometry from the Open Molecules 2025 dataset. Energies are from the ωB97M-V functional and the def2-TZVPD basis.

Positions of all 111 atoms, in Å:
V (3.10961, -0.80433, 2.42158)
O (1.05389, -0.54428, 2.15495)
C (0.84308, 0.05185, 0.93308)
C (2.01766, -0.01080, -0.06819)
O (3.32862, -0.07624, 0.44031)
H (0.57906, 1.12993, 1.05662)
H (-0.07194, -0.32282, 0.42473)
H (1.91664, 0.88010, -0.70226)
H (1.89566, -0.95449, -0.64220)
C (4.91252, 2.00096, -4.12957)
C (4.14953, 2.16545, -5.28768)
C (2.97039, 1.47303, -5.42995)
C (2.58827, 0.55098, -4.47170)
C (3.32617, 0.38677, -3.32151)
C (4.50656, 1.07328, -3.17373)
N (1.39876, -0.23646, -4.72072)
O (0.72834, 0.02874, -5.65871)
O (1.17015, -1.11958, -3.94924)
H (5.88965, 2.45266, -4.01949)
H (4.57258, 2.80582, -6.05321)
H (2.46217, 1.55931, -6.38395)
H (3.05109, -0.36209, -2.59021)
H (5.14192, 0.94734, -2.30689)
C (-0.53606, 4.95873, 2.50963)
C (-0.90246, 5.80977, 3.56040)
C (-0.07306, 5.94887, 4.65137)
C (1.03365, 5.10384, 4.75909)
C (1.29209, 4.14763, 3.80478)
C (0.53319, 4.08865, 2.63957)
N (1.90579, 5.20291, 5.91040)
O (2.67343, 4.29672, 6.10917)
O (1.81237, 6.18910, 6.60020)
H (-1.19713, 4.93691, 1.65332)
H (-1.76342, 6.45867, 3.45793)
H (-0.20898, 6.68628, 5.43598)
H (2.15934, 3.50559, 3.90129)
H (0.74558, 3.39919, 1.83507)
C (-3.09371, -3.38318, -1.23187)
C (-3.83907, -3.33642, -2.39363)
C (-3.70498, -2.29499, -3.28257)
C (-2.64569, -1.44060, -3.10543)
C (-1.77961, -1.56747, -2.03500)
C (-2.03735, -2.48351, -1.05822)
N (-2.44843, -0.32762, -4.02222)
O (-1.51464, 0.39182, -3.84358)
O (-3.19364, -0.25438, -4.94112)
H (-3.26912, -4.21971, -0.56943)
H (-4.60463, -4.08964, -2.53832)
H (-4.38555, -2.17866, -4.11293)
H (-0.91949, -0.91911, -1.92885)
H (-1.43437, -2.51440, -0.16064)
C (-1.51183, -5.31501, 3.47937)
C (-1.63452, -4.27910, 2.33833)
C (-1.01477, -3.01109, 2.84732)
S (-1.62078, -2.92176, 4.53946)
O (-2.79965, -2.09024, 4.52196)
O (-0.56615, -2.58673, 5.45671)
C (-2.05353, -4.65673, 4.73329)
H (-0.48679, -5.67181, 3.59275)
H (-2.09870, -6.20208, 3.23349)
H (-2.70021, -4.15767, 2.13968)
H (-1.13524, -4.69901, 1.46280)
H (-1.24381, -2.06041, 2.39030)
H (0.05722, -3.10246, 3.02924)
H (-3.13570, -4.71794, 4.76637)
H (-1.56675, -4.99075, 5.64222)
C (0.03085, 3.50606, -4.07139)
C (0.13086, 5.04665, -3.83264)
C (1.11372, 5.30012, -2.69946)
S (0.75247, 3.97659, -1.51776)
O (-0.36730, 4.37082, -0.70015)
O (2.00981, 3.62155, -0.90643)
C (0.31386, 2.74337, -2.76671)
H (0.81636, 3.26565, -4.78618)
H (-0.94849, 3.29589, -4.48245)
H (-0.86106, 5.43302, -3.58806)
H (0.45970, 5.47361, -4.77896)
H (1.04370, 6.27031, -2.22620)
H (2.11198, 5.11027, -3.09696)
H (-0.52237, 2.14168, -2.43316)
H (1.23492, 2.17865, -2.87707)
C (1.30644, -5.28631, -0.61652)
C (1.73784, -6.05949, 0.66000)
C (3.09898, -5.54722, 1.07010)
S (3.16832, -3.79389, 0.62668)
O (4.38155, -3.62510, -0.11506)
O (2.93851, -2.93721, 1.77472)
C (1.70657, -3.84535, -0.37531)
H (0.23275, -5.35583, -0.78454)
H (1.75326, -5.69845, -1.52501)
H (1.81800, -7.12337, 0.44250)
H (0.96075, -5.89474, 1.40520)
H (3.88738, -6.00601, 0.47602)
H (3.37632, -5.70564, 2.11137)
H (1.72770, -3.08291, -1.15565)
H (0.94795, -3.42904, 0.31169)
C (-2.88104, 1.27996, 0.07834)
C (-3.62127, 0.10490, 0.70926)
C (-3.12616, 0.05308, 2.14255)
S (-3.04893, 1.74702, 2.72499)
O (-1.79274, 1.97335, 3.37908)
O (-4.28595, 2.12748, 3.35556)
C (-3.01320, 2.43732, 1.03460)
H (-3.27325, 1.52049, -0.91220)
H (-1.82335, 1.03872, -0.06048)
H (-3.48256, -0.85416, 0.21033)
H (-4.69784, 0.30013, 0.64236)
H (-2.07481, -0.25759, 2.11692)
H (-3.63030, -0.66733, 2.77854)
H (-2.25051, 3.20555, 0.96838)
H (-3.99262, 2.92003, 0.98942)

Output
charge: 0
highest occupied orbital energy (alpha / beta): -0.2819 / -0.2971 Ha
2S+1: 4
relative energy (zero: lowest compared OMol25 entry of this formula, charge and spin): 0.0000 eV
energy: -144406.16861 eV
<S²>: 3.76

Atom charges from the Löwdin analysis, given in e for atoms 1 to 6: V 1.099; O -0.353; C -0.381; C -0.362; O -0.369; H 0.096

---

Here is a 12-piece molecular cluster, C51H56F5N5O31S2 overall at a distorted geometry from the Open Molecules 2025 dataset. Energies are from the ωB97M-V functional and the def2-TZVPD basis.

Positions of all 150 atoms, in Å:
C (5.66538, -1.85621, -3.69363)
C (4.55176, -1.04325, -3.50709)
C (3.73353, -1.34758, -2.42531)
C (4.20372, -2.15369, -1.39210)
C (5.35061, -2.90849, -1.58822)
C (6.11402, -2.75096, -2.73303)
N (3.41934, -2.21989, -0.16195)
O (3.96539, -2.73693, 0.78966)
O (2.26094, -1.85667, -0.20519)
H (6.19028, -1.89835, -4.64263)
H (4.26440, -0.35737, -4.28226)
H (2.84825, -0.74267, -2.26619)
H (5.61705, -3.61515, -0.81172)
H (6.89588, -3.44978, -2.99099)
C (-1.53385, -0.99326, 1.65773)
C (-0.45647, -0.11138, 1.64899)
C (0.09581, 0.24029, 0.42678)
C (-0.48950, -0.16816, -0.75830)
C (-1.56372, -1.04646, -0.74805)
C (-2.13782, -1.39753, 0.46806)
N (0.17623, 0.09222, -2.05187)
O (1.34866, 0.42120, -2.01283)
O (-0.45176, -0.08567, -3.07095)
H (-1.87407, -1.42009, 2.59283)
H (0.03244, 0.30650, 2.51750)
H (0.95946, 0.89213, 0.37885)
H (-2.03017, -1.36143, -1.67193)
H (-2.99127, -2.05948, 0.52053)
C (-5.66029, -5.18963, -0.34459)
C (-6.99095, -5.56006, -0.54228)
C (-7.70628, -5.03321, -1.61057)
C (-7.11927, -4.09013, -2.42984)
C (-5.78852, -3.73539, -2.24242)
C (-5.09927, -4.19357, -1.12746)
N (-7.84658, -3.40066, -3.48136)
O (-7.27674, -3.04505, -4.48868)
O (-8.99944, -3.08296, -3.21485)
H (-5.11260, -5.65309, 0.46505)
H (-7.50093, -6.35285, -0.01287)
H (-8.70647, -5.37083, -1.84865)
H (-5.33027, -2.99735, -2.88766)
H (-4.07217, -3.86794, -1.03609)
C (0.57586, 5.94535, -1.32561)
C (0.58416, 4.60473, -0.97066)
C (-0.52061, 3.77441, -1.11006)
C (-1.65676, 4.31974, -1.68749)
C (-1.71921, 5.67445, -1.93184)
C (-0.61567, 6.50334, -1.77112)
N (-2.80534, 3.43781, -1.95706)
O (-2.53436, 2.26421, -2.13107)
O (-3.91669, 3.90856, -2.05215)
H (1.43795, 6.57690, -1.15738)
H (1.53648, 4.18925, -0.65832)
H (-0.43123, 2.71837, -0.90405)
H (-2.63833, 6.08722, -2.33017)
H (-0.76186, 7.55555, -1.97088)
C (1.47095, 3.40552, -4.36862)
C (1.00958, 4.67075, -4.67389)
C (0.15520, 4.82514, -5.77305)
C (-0.18786, 3.73288, -6.52390)
C (0.34489, 2.46171, -6.25777)
C (1.16130, 2.29646, -5.16323)
N (-1.09161, 3.82942, -7.68020)
O (-0.86881, 4.72172, -8.47117)
O (-1.96779, 2.99603, -7.79082)
H (2.06657, 3.21781, -3.48297)
H (1.25791, 5.50600, -4.03685)
H (-0.22326, 5.77265, -6.13842)
H (0.12970, 1.63108, -6.91636)
H (1.43706, 1.29864, -4.84896)
O (3.93743, 3.35344, 1.07067)
S (4.30747, 2.14997, 0.38664)
O (3.32588, 1.10266, 0.36543)
O (4.83999, 2.37198, -1.08881)
C (4.89401, 1.22930, -1.97286)
C (5.23229, 1.80574, -3.35078)
C (5.79058, 1.60545, 1.30484)
H (3.93788, 0.73361, -1.93913)
H (5.65102, 0.52557, -1.62032)
H (6.15244, 2.36290, -3.16467)
H (4.44515, 2.48005, -3.69011)
H (5.38769, 1.11994, -4.16860)
H (5.43761, 1.32102, 2.29059)
H (6.53989, 2.39055, 1.37560)
H (6.27144, 0.76480, 0.80534)
O (1.14703, 5.90095, 7.01833)
S (1.08360, 4.61141, 6.40969)
O (-0.19806, 4.02462, 6.12222)
O (1.98421, 4.57116, 5.06410)
C (1.54911, 3.73435, 3.98189)
C (2.10036, 2.31889, 4.09733)
C (1.98497, 3.48241, 7.47526)
H (1.90910, 4.18143, 3.05549)
H (0.46449, 3.76166, 3.88233)
H (1.73216, 1.73657, 3.24871)
H (1.79151, 1.74324, 4.97172)
H (3.18939, 2.30113, 4.05101)
H (1.61801, 2.47385, 7.29555)
H (1.88633, 3.75271, 8.52183)
H (3.03330, 3.51765, 7.18393)
C (-3.01931, 0.65728, 5.62451)
C (-1.99112, 1.57246, 6.23941)
O (-0.75252, 0.96820, 5.93119)
C (-0.94696, -0.13263, 5.16725)
O (-0.08404, -0.87222, 4.82536)
O (-2.27119, -0.33584, 4.91388)
F (-2.18924, 1.57579, 7.59876)
H (-3.62299, 1.23923, 4.92860)
H (-3.62751, 0.15589, 6.37252)
H (-1.98162, 2.61699, 5.94508)
C (-3.77572, -3.60981, 5.53474)
C (-2.47107, -4.30655, 5.19464)
O (-2.42175, -4.07857, 3.80687)
C (-3.63650, -3.75458, 3.31045)
O (-3.91298, -3.61346, 2.15994)
O (-4.49369, -3.56072, 4.31426)
F (-2.56055, -5.63681, 5.45321)
H (-3.64443, -2.62198, 5.98978)
H (-4.37199, -4.02783, 6.34796)
H (-1.59081, -3.88261, 5.66842)
C (2.88378, -1.11890, 2.94575)
C (2.90469, -2.01395, 4.16105)
O (4.21621, -2.53668, 4.21834)
C (5.00419, -1.76258, 3.41489)
O (6.17649, -1.84852, 3.29934)
O (4.25834, -0.74039, 2.88078)
F (1.99220, -2.99332, 3.89788)
H (2.13225, -0.33282, 3.01245)
H (2.52130, -1.62083, 2.05127)
H (2.73877, -1.45480, 5.08282)
C (-2.55112, 0.49540, -5.60807)
C (-3.26492, -0.40776, -6.54879)
O (-4.52878, -0.58846, -5.99541)
C (-4.48561, -0.15430, -4.69053)
O (-5.38119, -0.31419, -3.93372)
O (-3.32743, 0.50316, -4.40733)
F (-2.62915, -1.64898, -6.53837)
H (-2.49479, 1.55759, -5.84830)
H (-1.52842, 0.15745, -5.44422)
H (-3.27046, -0.13510, -7.60230)
C (0.06853, -4.27063, -0.04241)
C (-1.10047, -4.75567, 0.81081)
O (-0.48908, -5.62090, 1.72764)
C (0.74218, -5.97574, 1.25389)
O (1.49403, -6.67635, 1.84753)
O (0.97316, -5.37087, 0.09003)
F (-1.98781, -5.44241, 0.01857)
H (0.55476, -3.38221, 0.36053)
H (-0.21096, -4.11824, -1.08104)
H (-1.65392, -3.93507, 1.25647)

Output
charge: 0
highest occupied orbital energy: -0.3503 Ha
energy: -159961.72534 eV

Atom charges from the Löwdin analysis, given in e for atoms 1 to 6: C -0.059; C -0.095; C -0.016; C -0.121; C 0.010; C -0.054

---

Here is one molecule with the formula C3H9BOS at a distorted geometry from the Open Molecules 2025 dataset. Energies are from the ωB97M-V functional and the def2-TZVPD basis.

Positions of all 15 atoms, in Å:
B (1.55969, -0.49559, 0.04843)
C (-2.30537, 0.62078, -0.15848)
C (-0.09512, -0.63490, -0.16086)
C (-0.83483, 0.61160, 0.21459)
O (2.17488, -1.52755, 0.62382)
S (2.68824, 0.78524, -0.68366)
H (-2.69508, 1.66532, -0.12383)
H (-2.84049, -0.12414, 0.47511)
H (-2.34694, 0.12280, -1.12303)
H (-0.60171, -1.66519, 0.06453)
H (-0.37109, -0.74346, -1.21947)
H (-0.29331, 1.46163, -0.07040)
H (-0.89806, 0.64456, 1.35814)
H (3.10749, -1.35267, 0.73950)
H (3.75168, 0.63159, 0.01561)

Output
charge: 0
highest occupied orbital energy: -0.3639 Ha
relative energy (zero: lowest compared OMol25 entry of this formula, charge and spin): 0.1039 eV
energy: -16817.21314 eV

Atom charges from the natural (NBO) analysis, given in e for atoms 1 to 6: B 0.768; C -0.607; C -0.747; C -0.388; O -0.859; S -0.248

---

Repeat the third record exactly.
Here is one molecule with the formula C3H9BOS at a distorted geometry from the Open Molecules 2025 dataset. Energies are from the ωB97M-V functional and the def2-TZVPD basis.

Positions of all 15 atoms, in Å:
B (1.55969, -0.49559, 0.04843)
C (-2.30537, 0.62078, -0.15848)
C (-0.09512, -0.63490, -0.16086)
C (-0.83483, 0.61160, 0.21459)
O (2.17488, -1.52755, 0.62382)
S (2.68824, 0.78524, -0.68366)
H (-2.69508, 1.66532, -0.12383)
H (-2.84049, -0.12414, 0.47511)
H (-2.34694, 0.12280, -1.12303)
H (-0.60171, -1.66519, 0.06453)
H (-0.37109, -0.74346, -1.21947)
H (-0.29331, 1.46163, -0.07040)
H (-0.89806, 0.64456, 1.35814)
H (3.10749, -1.35267, 0.73950)
H (3.75168, 0.63159, 0.01561)

Output
charge: 0
highest occupied orbital energy: -0.3639 Ha
relative energy (zero: lowest compared OMol25 entry of this formula, charge and spin): 0.1039 eV
energy: -16817.21314 eV

Atom charges from the natural (NBO) analysis, given in e for atoms 1 to 6: B 0.768; C -0.607; C -0.747; C -0.388; O -0.859; S -0.248

---

Among the records above, which one has the highest energy? C3H9BOS

---

What is the charge in the second record? 0